Computed, not measured: a cluster of 9 separate species, C27H63N9O9 in total at a distorted geometry, with wB97M-V/def2-TZVPD.

As for the multiplicity: 2. The calculation puts the LUMO energy (alpha / beta) at -1.87 / -7.27 eV. The gap between HOMO and LUMO (alpha / beta) comes out at 9.62 / 4.21 eV. Its relative energy (zero: lowest compared OMol25 entry of this formula, charge and spin) is 0.0 kJ/mol. The strongest force on any atom is 0.11286 hartree/bohr. Its charge is +1. For the HOMO energy (alpha / beta), the calculation gives -11.48 / -11.48 eV.

The geometry in XYZ format:
```
108
Properties=species:S:1:pos:R:3:lowdin_spin:R:1
C -1.51 6.84 1.05 0.0000
C -0.75 6.14 -0.07 0.0000
O -1.32 5.27 -0.76 0.0000
N 0.52 6.44 -0.18 0.0000
C 1.35 5.86 -1.23 0.0000
H -1.60 6.26 1.97 0.0000
H -2.46 7.20 0.65 0.0000
H -0.89 7.68 1.36 0.0000
H 0.97 7.11 0.42 0.0000
H 2.32 5.61 -0.82 0.0000
H 1.45 6.42 -2.16 0.0000
H 1.09 4.82 -1.40 0.0000
C -0.31 2.33 -0.96 0.0002
C -0.61 0.80 -0.91 0.0001
O -1.68 0.35 -1.34 0.0019
N 0.39 0.05 -0.46 0.0003
C 0.29 -1.38 -0.22 0.0000
H 0.76 2.47 -1.14 0.0000
H -0.68 2.74 -0.02 0.0000
H -0.80 2.77 -1.84 0.0000
H 1.21 0.52 -0.10 0.0000
H 0.86 -1.75 0.64 0.0000
H 0.54 -1.90 -1.15 0.0000
H -0.71 -1.73 0.04 0.0000
C -0.53 -1.28 -3.96 0.0001
C 0.32 -2.45 -4.42 0.0000
O -0.25 -3.44 -4.87 0.0000
N 1.66 -2.31 -4.36 0.0000
C 2.55 -3.22 -5.05 0.0000
H -1.25 -1.65 -3.23 0.0000
H -1.13 -0.97 -4.80 0.0002
H -0.03 -0.37 -3.61 0.0000
H 2.00 -1.40 -4.07 0.0000
H 3.16 -2.53 -5.63 0.0000
H 2.06 -3.82 -5.83 0.0000
H 3.25 -3.76 -4.40 0.0000
C 3.17 -2.32 2.04 0.0000
C 4.04 -2.55 3.22 0.0000
O 4.64 -3.61 3.30 0.0000
N 4.00 -1.60 4.18 0.0000
C 4.66 -1.68 5.49 0.0000
H 2.15 -2.54 2.35 0.0000
H 3.50 -2.89 1.18 0.0000
H 3.18 -1.28 1.71 0.0000
H 3.39 -0.81 4.02 0.0000
H 3.81 -1.67 6.17 0.0000
H 5.33 -0.86 5.72 0.0000
H 5.14 -2.65 5.63 0.0000
C -0.51 -3.62 2.78 0.0000
C -1.62 -4.64 2.86 0.0000
O -2.11 -5.09 1.84 0.0001
N -2.02 -5.09 4.05 0.0000
C -3.07 -6.10 4.26 0.0000
H -0.88 -2.62 2.99 0.0000
H -0.04 -3.63 1.80 0.0000
H 0.31 -3.92 3.44 0.0000
H -1.45 -4.84 4.86 0.0000
H -2.76 -6.75 5.08 0.0000
H -3.30 -6.72 3.40 0.0000
H -4.01 -5.62 4.53 0.0000
C 4.54 2.37 0.37 0.0000
C 3.19 2.56 1.07 0.0000
O 2.36 1.64 1.03 0.0000
N 2.93 3.76 1.56 0.0000
C 1.76 4.14 2.34 0.0000
H 4.32 1.96 -0.61 0.0000
H 5.22 1.70 0.91 0.0000
H 5.12 3.28 0.19 0.0000
H 3.70 4.40 1.45 0.0000
H 2.01 4.85 3.13 0.0000
H 1.33 3.39 3.00 0.0000
H 0.95 4.55 1.74 0.0000
C -3.60 1.52 -8.06 0.0000
C -3.12 1.67 -6.58 0.0001
O -3.91 1.68 -5.65 0.0011
N -1.81 1.83 -6.30 0.0002
C -1.17 1.99 -5.02 0.0000
H -2.79 1.51 -8.79 0.0000
H -4.27 2.36 -8.23 0.0000
H -4.21 0.62 -8.20 0.0000
H -1.24 1.94 -7.13 0.0000
H -1.74 1.57 -4.19 0.0000
H -0.98 3.06 -4.86 0.0000
H -0.24 1.44 -4.94 0.0000
C -3.97 -1.53 -3.56 0.1038
C -4.08 -2.43 -2.29 0.1089
O -4.69 -3.48 -2.43 0.7213
N -3.51 -1.97 -1.15 0.0374
C -3.64 -2.64 0.19 0.0062
H -3.63 -2.10 -4.42 -0.0001
H -3.41 -0.60 -3.43 0.0144
H -5.04 -1.38 -3.75 -0.0005
H -2.87 -1.19 -1.18 0.0008
H -4.40 -2.07 0.73 0.0003
H -2.71 -2.64 0.75 0.0002
H -3.93 -3.69 0.12 0.0031
C -0.20 0.58 3.21 0.0000
C -0.45 -0.24 4.45 0.0000
O -1.58 -0.71 4.64 0.0000
N 0.57 -0.41 5.28 0.0000
C 0.54 -1.38 6.45 0.0000
H -1.06 0.48 2.54 0.0000
H 0.73 0.31 2.71 0.0000
H -0.12 1.64 3.47 0.0000
H 1.46 0.04 5.11 0.0000
H 1.53 -1.84 6.50 0.0000
H -0.12 -2.23 6.35 0.0000
H 0.40 -0.91 7.43 0.0000
```

---

Computed, not measured: a cluster of 8 separate species, C27H64BClN12O10P in total at a distorted geometry, with wB97M-V/def2-TZVPD.

The calculation puts the LUMO energy at -2.98 eV. The gap between HOMO and LUMO comes out at 7.52 eV. The strongest force on any atom is 0.08929 hartree/bohr. Its charge is +1. For the HOMO energy, the calculation gives -10.50 eV.

The geometry in XYZ format:
```
116
Properties=species:S:1:pos:R:3:mulliken_charge:R:1
C 0.80 -2.97 2.26 -1.1990
C 0.43 -2.68 0.82 0.5588
O 0.98 -3.16 -0.06 -0.4301
N -0.71 -1.77 0.65 -0.0216
C -1.94 -2.60 0.58 -0.9252
N -0.55 -0.98 -0.48 0.2236
C 0.40 -0.18 -0.62 0.0069
N 1.44 0.03 0.27 -0.1921
C 2.61 0.07 -0.63 0.2229
B 3.91 0.82 -0.12 0.5348
N 3.96 1.46 1.15 -0.4329
O 5.03 0.85 -0.96 -0.6447
C 2.04 0.40 -2.06 -0.2493
P 2.72 1.86 -3.02 -0.1372
O 1.42 2.51 -3.77 -0.1498
Cl 3.78 0.97 -4.56 -0.2461
N 0.59 0.67 -1.75 -0.3096
H 0.00 -2.59 2.90 0.3893
H 0.84 -4.04 2.44 0.3239
H 1.71 -2.44 2.55 0.3033
H -2.64 -2.26 -0.18 0.4566
H -1.64 -3.62 0.31 0.3412
H -2.46 -2.65 1.54 0.2628
H -1.23 -1.04 -1.25 0.2182
H 1.35 0.82 0.90 0.2605
H 2.95 -0.96 -0.76 -0.1377
H 4.95 1.62 1.35 0.2777
H 3.59 0.78 1.83 0.2083
H 5.08 1.72 -1.39 0.3205
H 1.97 -0.50 -2.67 0.5512
H 1.11 1.93 -4.49 0.2908
H 0.58 1.61 -1.34 0.2997
C -1.43 6.17 -3.59 0.1553
O -1.96 7.18 -3.18 -0.6427
N -1.73 5.56 -4.75 0.1588
C -1.06 4.34 -5.14 -0.9120
C -2.74 6.13 -5.62 -1.1023
H -0.65 5.64 -3.02 0.2957
H -0.54 4.48 -6.09 0.4283
H -1.80 3.54 -5.26 0.3522
H -0.34 4.04 -4.38 0.2188
H -2.45 7.14 -5.91 0.3238
H -3.69 6.19 -5.08 0.3152
H -2.86 5.52 -6.51 0.4146
C -4.33 2.10 -3.84 -0.0054
O -3.32 1.69 -4.41 -0.5810
N -4.34 2.76 -2.67 0.2519
C -5.57 3.25 -2.08 -0.9872
C -3.08 2.99 -1.99 -0.6143
H -5.33 1.97 -4.28 0.3869
H -5.52 4.34 -1.96 0.3446
H -5.71 2.80 -1.09 0.3589
H -6.43 3.01 -2.70 0.3001
H -2.41 3.56 -2.64 0.0489
H -2.62 2.03 -1.77 0.1618
H -3.24 3.54 -1.06 0.4116
C 3.73 0.41 4.79 0.0429
O 3.24 0.02 3.74 -0.6620
N 4.65 -0.24 5.50 0.2047
C 5.19 0.30 6.74 -0.9405
C 5.12 -1.54 5.03 -0.6671
H 3.45 1.38 5.24 0.2967
H 6.27 0.41 6.64 0.3440
H 4.98 -0.39 7.56 0.3357
H 4.75 1.27 6.96 0.3004
H 5.55 -1.43 4.04 0.2609
H 4.27 -2.23 4.96 0.0988
H 5.86 -1.95 5.71 0.3530
C 3.91 -5.12 5.18 0.0587
O 4.22 -4.14 4.53 -0.5696
N 2.70 -5.35 5.71 0.1765
C 2.39 -6.55 6.47 -0.8822
C 1.65 -4.36 5.52 -0.6555
H 4.63 -5.93 5.38 0.2715
H 1.58 -7.09 5.98 0.2972
H 2.09 -6.27 7.48 0.3380
H 3.27 -7.20 6.53 0.2966
H 1.47 -4.22 4.46 -0.0215
H 1.97 -3.40 5.95 0.3172
H 0.74 -4.68 6.01 0.3697
C -2.21 -6.73 4.43 0.1095
O -1.12 -7.22 4.62 -0.6066
N -2.94 -6.87 3.30 0.1350
C -4.24 -6.26 3.14 -0.9055
C -2.40 -7.68 2.22 -0.9458
H -2.71 -6.10 5.19 0.3032
H -4.99 -7.03 2.97 0.3604
H -4.22 -5.58 2.29 0.2923
H -4.51 -5.70 4.03 0.3060
H -2.21 -8.69 2.57 0.3154
H -1.45 -7.25 1.89 0.2579
H -3.09 -7.70 1.39 0.3902
C -3.53 -3.13 -3.83 0.0462
O -3.63 -2.68 -2.70 -0.6358
N -3.63 -2.41 -4.95 0.1954
C -3.48 -3.01 -6.26 -0.9193
C -3.91 -0.98 -4.86 -0.8617
H -3.32 -4.20 -4.02 0.3140
H -2.65 -2.54 -6.79 0.3333
H -4.40 -2.87 -6.84 0.3229
H -3.28 -4.08 -6.18 0.3037
H -3.12 -0.50 -4.28 0.1910
H -4.85 -0.83 -4.34 0.2736
H -3.95 -0.54 -5.85 0.4121
C 2.78 8.17 0.02 0.1269
O 3.95 7.86 0.02 -0.5834
N 1.93 7.97 -1.01 0.1187
C 0.54 8.36 -0.96 -0.7245
C 2.44 7.33 -2.21 -0.9499
H 2.30 8.66 0.88 0.2527
H -0.09 7.48 -1.09 0.2107
H 0.33 9.07 -1.76 0.3066
H 0.30 8.82 0.00 0.2980
H 2.83 6.34 -1.97 0.2934
H 3.25 7.93 -2.63 0.3241
H 1.64 7.24 -2.95 0.3174
```

---

Computed, not measured: a cluster of 4 separate species, C27H65BN8O12PS in total at a distorted geometry, with wB97M-V/def2-TZVPD.

The calculation puts the LUMO energy at -3.02 eV. The gap between HOMO and LUMO comes out at 7.15 eV. The strongest force on any atom is 0.05539 hartree/bohr. Its charge is +1. For the HOMO energy, the calculation gives -10.18 eV.

The geometry in XYZ format:
```
115
Properties=species:S:1:pos:R:3:mulliken_charge:R:1
N 2.12 -0.66 -0.26 -0.3056
C 1.88 -1.35 -1.54 -1.2939
C 1.06 -0.50 -2.51 0.1195
C -0.44 -0.42 -2.12 -0.8121
O -0.74 -1.37 -1.15 -0.3869
N -0.90 0.97 -1.79 0.6895
N -2.35 1.01 -1.62 -0.4813
P -0.20 1.65 -0.27 0.4261
O -0.12 0.66 0.80 -0.5070
C -0.62 1.85 -3.03 0.8560
N -1.67 1.61 -4.05 -0.7047
C -1.59 2.29 -5.06 0.3491
S -1.44 2.81 -6.52 -0.2746
B -0.69 3.45 -2.69 0.9599
O 0.43 4.20 -2.59 -0.5097
O -1.93 4.05 -2.49 -0.5218
C 0.73 1.51 -3.68 -1.9484
N 1.66 0.84 -2.75 1.1451
C 2.97 0.72 -3.40 -0.7222
C 4.09 1.00 -2.38 -0.2869
C 3.74 2.25 -1.61 0.0909
O 3.73 2.33 -0.42 -0.5697
O 3.39 3.31 -2.40 -0.4253
H 3.08 -0.87 0.00 0.3732
H 1.57 -1.14 0.45 0.0444
H 1.46 -2.35 -1.44 0.5372
H 2.86 -1.51 -2.01 0.0624
H 1.12 -1.03 -3.48 0.2656
H -1.01 -0.71 -3.02 0.4448
H -1.33 -1.04 -0.46 0.4623
H -2.57 1.30 -0.68 0.2656
H -2.75 0.11 -1.85 0.2705
H -1.04 2.72 0.13 0.1685
H 1.07 2.18 -0.60 -0.1544
H 0.19 4.99 -2.10 0.3156
H -2.33 3.79 -1.65 0.3105
H 1.23 2.41 -4.06 0.7187
H 0.62 0.83 -4.54 0.3037
H 3.11 1.43 -4.21 0.8926
H 3.10 -0.29 -3.80 -0.4968
H 4.19 0.17 -1.68 0.1091
H 5.06 1.11 -2.87 0.6961
H 3.79 4.12 -2.05 0.4064
C -3.24 -4.78 2.61 -0.6760
O -1.89 -4.36 2.72 -0.3875
C -1.54 -3.25 1.90 -0.7849
C -1.34 -1.99 2.72 0.3490
N -2.60 -1.48 3.26 -0.3473
C -2.45 -0.46 4.30 -0.4801
C -1.66 -0.81 5.56 -0.4225
O -2.29 -1.75 6.41 -0.4566
C -2.18 -3.10 6.02 -0.5239
H -3.32 -5.76 3.07 0.2593
H -3.91 -4.10 3.14 0.2902
H -3.55 -4.86 1.57 0.3096
H -2.27 -3.10 1.10 0.4819
H -0.59 -3.50 1.43 0.2441
H -0.90 -1.22 2.08 0.0542
H -0.62 -2.23 3.51 0.1828
H -3.13 -2.25 3.65 0.2075
H -3.46 -0.18 4.61 0.3649
H -2.01 0.43 3.84 0.0653
H -1.57 0.10 6.15 0.2529
H -0.63 -1.12 5.34 0.3586
H -1.21 -3.32 5.57 0.2807
H -2.98 -3.39 5.34 0.1369
H -2.28 -3.71 6.92 0.3284
C 3.27 -6.89 -6.42 -0.6658
O 4.59 -6.40 -6.43 -0.3326
C 4.82 -5.34 -7.35 -0.7967
C 5.00 -4.01 -6.63 -0.1603
N 3.75 -3.55 -6.03 -0.2760
C 3.90 -2.46 -5.07 -0.6806
C 4.79 -2.67 -3.85 -0.3790
O 4.28 -3.57 -2.89 -0.4162
C 4.48 -4.95 -3.19 -0.6036
H 3.27 -7.84 -5.89 0.2327
H 2.58 -6.21 -5.90 0.2769
H 2.90 -7.07 -7.44 0.3268
H 4.04 -5.28 -8.11 0.4081
H 5.76 -5.56 -7.86 0.4082
H 5.36 -3.26 -7.34 0.3513
H 5.78 -4.16 -5.87 0.1715
H 3.30 -4.32 -5.57 0.1471
H 2.89 -2.23 -4.71 0.1957
H 4.25 -1.57 -5.61 0.4056
H 4.84 -1.70 -3.33 0.1058
H 5.82 -2.92 -4.11 0.5075
H 5.43 -5.13 -3.69 0.2982
H 3.65 -5.34 -3.79 0.1913
H 4.48 -5.49 -2.24 0.3201
C -1.59 3.06 5.69 -0.8266
O -2.99 2.89 5.61 -0.1942
C -3.68 3.29 6.80 -0.8793
C -4.44 4.59 6.59 -0.2008
N -3.53 5.72 6.45 -0.2992
C -4.15 6.94 5.94 -0.6924
C -4.85 6.91 4.58 -0.4666
O -3.98 6.75 3.47 -0.4520
C -3.54 5.44 3.22 -0.3827
H -1.14 2.50 4.86 0.1145
H -1.30 4.11 5.58 0.3788
H -1.18 2.66 6.62 0.3938
H -3.00 3.34 7.66 0.4104
H -4.41 2.50 7.00 0.3791
H -5.09 4.76 7.45 0.4180
H -5.07 4.45 5.70 0.1373
H -2.78 5.47 5.83 0.0642
H -3.36 7.69 5.88 0.3739
H -4.87 7.30 6.69 0.3948
H -5.32 7.88 4.44 0.3531
H -5.65 6.17 4.54 0.3461
H -4.31 4.70 3.44 0.2761
H -2.63 5.21 3.78 0.1498
H -3.30 5.37 2.16 0.1986
```

---

Computed, not measured: a cluster of 18 separate species, C27H65BrN18O38P in total at a distorted geometry, with wB97M-V/def2-TZVPD.

The calculation puts the LUMO energy at -5.40 eV. The gap between HOMO and LUMO comes out at 6.67 eV. The strongest force on any atom is 0.11597 hartree/bohr. Its charge is +1. For the HOMO energy, the calculation gives -12.06 eV.

The geometry in XYZ format:
```
150
Properties=species:S:1:pos:R:3:mulliken_charge:R:1
C 3.96 4.00 0.07 -0.3814
C 2.71 3.92 -0.97 0.0132
C 2.86 5.11 -2.08 -0.4698
O 1.95 6.22 -1.89 -0.2494
C 0.65 5.97 -2.48 -0.9933
C -0.39 5.38 -1.42 0.4712
C -0.73 3.85 -1.58 -0.3013
C -1.71 3.18 -0.55 0.6698
C -2.00 1.63 -0.69 0.3714
O -2.63 1.08 0.25 -0.4953
O -1.50 0.95 -1.83 -0.4159
C -2.31 4.14 0.52 -0.7742
C -1.89 5.61 0.55 -0.1398
N -0.94 6.23 -0.40 0.3619
P -0.60 7.95 -0.08 0.1201
O -0.02 8.81 -1.43 -0.4280
Br 1.18 7.89 1.36 -0.0264
H 4.01 2.98 0.59 0.0212
H 3.67 4.79 0.86 0.1701
H 4.92 4.28 -0.49 0.0155
H 1.75 4.01 -0.35 0.1366
H 2.68 2.91 -1.50 0.2627
H 3.92 5.55 -1.89 0.1486
H 2.89 4.69 -3.14 0.3574
H 0.22 6.88 -3.05 0.4440
H 0.82 5.18 -3.30 0.3685
H -0.24 3.25 -2.44 0.3538
H -0.51 1.03 -1.84 0.3341
H -3.03 3.68 1.29 0.4137
H -2.35 6.26 1.38 0.3303
H 0.95 8.94 -1.26 0.3037
C 3.92 -0.16 2.59 -0.4899
N 4.34 1.26 2.70 0.9323
O 5.35 1.60 2.10 -0.4988
O 3.64 2.00 3.37 -0.5603
H 4.63 -0.69 1.97 0.1080
H 3.91 -0.57 3.60 0.3266
H 2.93 -0.18 2.15 0.2500
C -0.43 -2.25 2.60 -0.4036
N 1.04 -2.09 2.70 0.9350
O 1.50 -1.84 3.81 -0.5328
O 1.68 -2.22 1.67 -0.5266
H -0.87 -2.11 3.59 0.2988
H -0.80 -1.49 1.91 0.1635
H -0.63 -3.26 2.23 0.0595
C 1.96 12.36 0.20 -0.6793
N 2.77 11.45 -0.66 0.8307
O 2.77 10.26 -0.38 -0.5112
O 3.38 11.97 -1.58 -0.4855
H 1.48 11.77 0.97 0.2618
H 2.64 13.09 0.64 0.2990
H 1.22 12.84 -0.44 0.2959
C 7.63 -2.69 1.19 -0.8538
N 6.48 -2.26 2.02 0.8949
O 6.59 -1.22 2.64 -0.5117
O 5.50 -2.99 2.02 -0.5118
H 8.42 -1.95 1.28 0.3134
H 7.96 -3.66 1.55 0.3104
H 7.28 -2.75 0.15 0.3166
C 0.29 -7.23 2.66 -0.7950
N -0.54 -6.05 2.32 0.9964
O -1.59 -5.90 2.93 -0.5240
O -0.11 -5.30 1.46 -0.5774
H -0.21 -7.80 3.44 0.3258
H 0.40 -7.82 1.75 0.2756
H 1.26 -6.87 3.01 0.3036
C 8.12 4.47 -1.94 -0.7658
N 7.74 3.05 -1.74 0.9417
O 6.60 2.72 -2.01 -0.5392
O 8.61 2.31 -1.32 -0.5311
H 7.25 5.02 -2.31 0.2650
H 8.43 4.87 -0.97 0.2721
H 8.93 4.50 -2.66 0.3629
C -4.08 -5.61 0.51 -0.7209
N -4.46 -7.04 0.72 0.8906
O -5.60 -7.36 0.44 -0.5342
O -3.59 -7.78 1.15 -0.5111
H -4.94 -5.07 0.12 0.3136
H -3.77 -5.21 1.47 0.2429
H -3.26 -5.59 -0.21 0.3036
C 9.01 -4.10 5.41 -0.7709
N 8.72 -3.96 3.96 0.8786
O 8.04 -4.83 3.44 -0.5243
O 9.19 -2.98 3.40 -0.4667
H 8.53 -5.01 5.78 0.3197
H 10.09 -4.16 5.53 0.2813
H 8.60 -3.22 5.91 0.2850
C -8.69 -5.75 1.44 -0.6793
N -8.27 -4.33 1.53 0.8762
O -7.25 -4.00 0.94 -0.5317
O -8.98 -3.59 2.20 -0.5465
H -7.97 -6.29 0.82 0.2629
H -8.71 -6.16 2.45 0.3062
H -9.68 -5.77 0.98 0.3261
C -3.72 0.77 -4.22 -0.5629
N -4.00 0.90 -5.68 0.9222
O -4.68 0.04 -6.20 -0.5287
O -3.52 1.87 -6.24 -0.5592
H -4.21 -0.13 -3.85 0.3102
H -2.64 0.71 -4.10 0.2745
H -4.13 1.66 -3.73 0.1592
C -3.95 -10.81 0.20 -0.6223
N -3.13 -11.70 -0.65 0.8905
O -3.13 -12.89 -0.38 -0.5266
O -2.51 -11.18 -1.56 -0.5278
H -4.45 -11.41 0.96 0.3111
H -3.29 -10.08 0.66 0.1949
H -4.69 -10.32 -0.44 0.2788
C -8.08 1.85 -3.97 -0.7191
N -7.29 2.12 -2.73 0.8644
O -7.92 2.27 -1.69 -0.5238
O -6.08 2.16 -2.85 -0.5462
H -9.14 1.84 -3.72 0.2912
H -7.86 2.65 -4.67 0.3324
H -7.76 0.88 -4.35 0.3067
C 1.10 -11.66 1.10 -0.7219
N 1.26 -10.24 1.52 0.8455
O 0.66 -9.87 2.52 -0.5149
O 1.98 -9.54 0.83 -0.4971
H 0.43 -12.15 1.80 0.3113
H 0.67 -11.66 0.10 0.2921
H 2.08 -12.12 1.11 0.2754
C 3.40 5.36 3.90 -0.6403
N 3.83 6.78 3.99 0.9311
O 4.84 7.11 3.39 -0.5187
O 3.13 7.53 4.66 -0.5367
H 4.11 4.82 3.27 0.2550
H 3.39 4.96 4.91 0.3027
H 2.41 5.35 3.45 0.2181
C 11.12 7.31 0.15 -0.6971
N 10.84 7.47 -1.30 0.8451
O 10.15 6.61 -1.84 -0.5082
O 11.31 8.45 -1.85 -0.5055
H 10.64 6.41 0.51 0.2792
H 12.20 7.25 0.27 0.2860
H 10.72 8.19 0.66 0.2937
C -9.98 5.20 -6.52 -0.7304
N -10.35 3.78 -6.29 0.8174
O -11.49 3.45 -6.55 -0.4872
O -9.48 3.05 -5.85 -0.5306
H -10.85 5.74 -6.91 0.3177
H -9.67 5.62 -5.57 0.2821
H -9.16 5.22 -7.25 0.2875
C -10.91 -9.53 -0.24 -0.7272
N -10.75 -8.11 0.17 0.8529
O -11.36 -7.74 1.16 -0.4971
O -10.03 -7.42 -0.53 -0.5028
H -11.59 -10.02 0.46 0.3120
H -11.33 -9.54 -1.24 0.2860
H -9.93 -9.99 -0.22 0.2697
```